No. 1
DFT (ωB97M-V/def2-TZVPD) results for C8H10O8PY as an isolated structure in a non-equilibrium geometry.

Structure (ORCA input):
```
! RIJCOSX wB97M-V def2-TZVPD def2/J DEFGRID3
* xyz 2 1
O 3.65871 -1.36453 0.74742
C 2.93679 -0.83367 0.09217
Y 0.97099 -0.12236 -1.14942
O 0.82631 2.68920 1.11766
C 1.04744 1.91561 0.28804
C -0.00073 1.39993 -2.73235
O -0.71079 1.95984 -3.46551
C 1.86589 -1.25992 -3.03970
O 1.33718 -1.04803 -4.08173
C 3.11370 1.37412 -2.18065
O 4.01188 1.90594 -2.65215
H 2.54355 -2.09726 -2.46411
C -2.53976 0.44553 -0.88337
O -1.82632 -0.76060 -1.11590
P -0.70600 -1.42210 0.25796
O -1.80769 -1.77511 1.34236
C -2.36905 -0.84414 2.29114
O 0.68248 -1.04301 1.56955
C 0.65831 -0.07193 2.54849
H -2.93664 0.70092 -1.87111
H -1.86380 1.27873 -0.52200
H -3.34348 0.32994 -0.10924
H -2.30993 0.23058 1.96169
H -3.41677 -1.13875 2.37756
H -1.80983 -0.98393 3.23320
H 1.63291 0.44810 2.51545
H -0.15908 0.69964 2.42177
H 0.51372 -0.61273 3.50277
*
```

The value obtained for the HOMO energy (alpha / beta) is -16.82 / -14.87 eV.

=====

No. 2
DFT (ωB97M-V/def2-TZVPD) results for C17H31MgN4O as an isolated structure in a non-equilibrium geometry.

Structure (ORCA input):
```
! RIJCOSX wB97M-V def2-TZVPD def2/J DEFGRID3
* xyz 1 1
Mg -2.19745 -1.30360 2.25018
C 0.61324 0.28070 2.05639
O -0.54213 -0.48245 1.76300
H 0.97932 -0.04786 3.02955
H 1.36850 0.19768 1.27319
H 0.36810 1.34650 2.10907
C -5.58338 -3.45149 -1.13604
C -4.29694 -3.80888 -1.87412
C -3.12381 -4.38804 -1.04240
C -2.62948 -3.35342 -0.14462
N -2.29600 -2.51523 0.56323
H -6.02341 -4.26958 -0.56418
H -6.31933 -3.07167 -1.84043
H -5.45702 -2.66472 -0.38135
H -3.89773 -2.96226 -2.42753
H -4.60330 -4.59017 -2.56969
H -2.30051 -4.66061 -1.70862
H -3.36524 -5.31703 -0.52687
C 4.58998 -3.87246 -0.90837
C 3.18989 -3.80266 -0.29285
C 2.33634 -2.68463 -0.92030
C 2.39647 -2.63818 -2.37212
N 2.46209 -2.58338 -3.51452
H 4.49472 -4.15997 -1.95866
H 5.18705 -4.66627 -0.46155
H 5.13571 -2.93020 -0.90366
H 3.23492 -3.68027 0.78735
H 2.67026 -4.73870 -0.51001
H 2.62896 -1.71820 -0.50474
H 1.28354 -2.83648 -0.66287
C -0.09076 3.96450 3.01350
C -0.09886 5.12313 4.01248
C 1.13915 5.98742 4.03603
C 2.41122 5.34357 4.41882
N 3.35845 4.78211 4.72720
H -1.11619 3.60065 2.91062
H 0.50109 3.08272 3.26683
H 0.24232 4.30545 2.03121
H -0.46060 4.79936 4.98922
H -0.90361 5.76773 3.64477
H 1.05016 6.88094 4.65944
H 1.27676 6.42800 3.04291
C -0.09599 0.81004 -2.07300
C 0.61843 1.68532 -3.08582
C 0.08513 3.10471 -3.22828
C 0.29930 3.91455 -2.00987
N 0.46482 4.54149 -1.06404
H 0.02315 1.10315 -1.03321
H 0.22585 -0.22901 -2.20235
H -1.15075 0.70662 -2.35884
H 0.63448 1.14328 -4.03354
H 1.68427 1.75311 -2.84520
H -0.99258 3.12596 -3.40018
H 0.59138 3.64874 -4.02519
*
```

The value obtained for the HOMO energy is -12.61 eV.

=====

No. 3
DFT (ωB97M-V/def2-TZVPD) results for a 2-piece molecular cluster, C3H10NO overall.

Structure (ORCA input):
```
! RIJCOSX wB97M-V def2-TZVPD def2/J DEFGRID3
* xyz -1 1
C 0.08424 4.49619 -1.70257
O -0.28117 5.18565 -0.60864
H 1.18003 4.56324 -1.95513
H -0.49277 4.76719 -2.61962
H -0.05620 3.37885 -1.65114
C -0.06865 -1.44452 -0.06965
N -0.77500 -2.31016 0.87733
C 0.14485 -3.14986 1.62816
H 0.59734 -2.04883 -0.67307
H 0.59688 -0.69713 0.40667
H -0.78771 -0.88626 -0.65569
H -1.25842 -1.71812 1.54163
H 0.94175 -2.57551 2.11944
H -0.41069 -3.67599 2.40342
H 0.58551 -3.88474 0.95886
*
```

The value obtained for the HOMO energy is -1.65 eV.

=====

No. 4
DFT (ωB97M-V/def2-TZVPD) results for a 2-piece molecular cluster, C2H4ClP overall in a non-equilibrium geometry.

Structure (ORCA input):
```
! RIJCOSX wB97M-V def2-TZVPD def2/J DEFGRID3
* xyz 0 1
C 0.18477 0.00386 0.05596
C -1.26239 0.06944 -0.15932
P 1.30460 1.19771 -0.28886
Cl 3.64135 -0.56258 0.63878
H 0.60168 -1.04551 0.45605
H -1.56291 -0.78535 0.43104
H -1.33296 0.06052 -1.31298
H -1.57414 1.06191 0.17934
*
```

The value obtained for the HOMO energy (alpha / beta) is -9.52 / -9.52 eV.

=====

| no. | total energy (eV) |
| --- | --- |
| 1 | -35147.38545 |
| 2 | -31576.92491 |
| 3 | -6809.19093 |
| 4 | -23946.80883 |